# 1
147
Properties=species:S:1:pos:R:3:mulliken_spin:R:1 method="wB97M-V/def2-TZVPD" fmax_ev_per_a=1.3 gap_ev="6.10 / 5.68" e_tot_ev=-248471.8534 spin_multiplicity=5
Pt 1.323 -2.719 0.470 0.99
C 2.753 -2.278 6.889 0.00
C 1.675 -2.670 5.886 0.00
N 2.236 -3.532 4.863 0.01
C 1.991 -3.487 3.541 0.02
S 0.677 -2.528 2.964 0.28
N 2.796 -4.228 2.805 0.00
N 2.543 -4.284 1.498 0.13
C 3.168 -5.179 0.792 0.05
C 4.125 -6.146 1.414 0.00
C 2.826 -5.198 -0.620 0.04
C 2.895 -6.319 -1.443 0.00
C 2.295 -6.267 -2.684 0.03
C 1.634 -5.112 -3.092 -0.03
C 1.696 -3.995 -2.281 0.06
N 2.299 -4.052 -1.085 0.09
H 2.358 -1.569 7.616 0.00
H 3.111 -3.155 7.431 0.00
H 3.597 -1.815 6.376 0.00
H 0.856 -3.180 6.403 0.00
H 1.258 -1.789 5.400 0.00
H 3.014 -4.118 5.127 0.00
H 3.846 -6.311 2.450 0.00
H 4.138 -7.096 0.882 0.00
H 5.136 -5.729 1.399 0.00
H 3.356 -7.229 -1.087 0.00
H 2.296 -7.135 -3.329 0.00
H 1.108 -5.113 -4.030 0.00
H 1.752 -1.873 -2.330 0.03
C 6.274 1.772 0.076 0.00
C 5.122 1.903 1.037 0.00
C 4.280 3.004 0.998 0.00
C 3.200 3.129 1.867 0.00
C 2.354 4.374 1.848 0.00
C 2.939 2.088 2.766 0.01
C 3.803 0.990 2.849 0.02
C 3.560 -0.093 3.864 -0.02
C 4.884 0.914 1.983 0.02
C 1.772 2.199 3.686 -0.02
C 1.962 2.854 4.897 0.00
C 0.905 3.047 5.768 0.00
C -0.353 2.589 5.428 0.00
C -0.581 1.919 4.226 -0.01
C 0.492 1.715 3.352 -0.01
Ge 0.239 0.830 1.566 -0.08
S 1.874 -0.433 0.659 0.74
S -1.775 -0.068 1.015 0.15
Ge -0.959 0.542 -1.086 0.46
S -1.394 -3.311 -1.244 0.16
S 0.166 2.314 -0.152 0.13
C -2.039 1.394 -2.576 0.17
C -1.497 0.974 -3.802 -0.04
C -2.067 1.412 -4.993 -0.02
C -3.191 2.217 -4.972 0.00
C -3.712 2.638 -3.764 0.00
C -3.127 2.264 -2.551 -0.04
C -3.731 2.912 -1.352 -0.01
C -4.779 2.304 -0.661 0.00
C -5.112 0.850 -0.861 0.00
C -5.531 3.063 0.231 0.00
C -5.245 4.395 0.473 0.00
C -6.088 5.226 1.402 0.00
C -4.150 4.964 -0.171 0.00
C -3.392 4.250 -1.086 0.00
C -2.233 4.910 -1.784 0.01
C -0.294 0.082 -3.876 0.28
C 0.945 0.637 -3.853 0.05
C 1.168 2.094 -3.537 -0.01
C 2.193 -0.065 -4.139 0.00
C 2.432 -1.265 -4.688 0.04
C 3.857 -1.717 -4.838 0.00
C 0.376 -2.505 -3.880 0.05
C -0.550 -1.339 -4.365 -0.10
C -2.029 -1.720 -4.285 0.03
C -1.993 1.513 3.974 0.04
C -2.902 2.478 3.534 0.00
C -2.462 3.848 3.089 0.01
C -4.251 2.150 3.464 -0.01
C -4.713 0.882 3.778 0.00
C -6.172 0.537 3.648 0.00
C -3.792 -0.068 4.199 -0.01
C -2.443 0.232 4.319 0.00
C -1.485 -0.822 4.796 0.00
H 6.405 2.684 -0.505 0.00
H 6.097 0.945 -0.615 0.00
H 7.202 1.565 0.611 0.00
H 4.470 3.795 0.280 0.00
H 2.812 5.138 1.220 0.00
H 2.221 4.778 2.852 0.00
H 1.363 4.165 1.445 0.01
H 2.525 -0.433 3.827 0.02
H 3.751 0.273 4.877 0.00
H 4.207 -0.950 3.674 0.00
H 5.543 0.053 2.033 0.00
H 2.951 3.226 5.141 0.00
H 1.061 3.562 6.708 0.00
H -1.193 2.755 6.091 0.00
H -1.629 1.118 -5.941 0.00
H -3.652 2.531 -5.900 0.00
H -4.580 3.287 -3.739 0.00
H -4.730 0.474 -1.809 0.00
H -6.190 0.687 -0.828 0.00
H -4.658 0.260 -0.059 0.00
H -6.372 2.591 0.728 0.00
H -6.857 4.625 1.889 0.00
H -6.583 6.028 0.851 0.00
H -5.472 5.693 2.173 0.00
H -3.904 6.003 0.025 0.00
H -2.191 5.972 -1.546 0.00
H -2.301 4.798 -2.867 0.00
H -1.295 4.449 -1.466 0.00
H 0.240 2.653 -3.456 -0.01
H 1.785 2.551 -4.315 0.00
H 1.708 2.192 -2.592 0.00
H 3.071 0.524 -3.887 0.00
H 4.545 -0.930 -4.534 0.00
H 4.080 -1.988 -5.872 0.00
H 4.052 -2.594 -4.211 0.00
H -0.197 -3.411 -4.080 0.00
H -2.173 -2.764 -4.564 0.00
H -2.639 -1.103 -4.943 0.00
H -2.391 -1.591 -3.265 -0.03
H -1.479 4.115 3.472 0.00
H -3.179 4.605 3.410 0.00
H -2.418 3.877 1.997 0.00
H -4.951 2.915 3.154 0.00
H -6.785 1.436 3.585 0.00
H -6.514 -0.057 4.497 0.00
H -6.342 -0.053 2.744 0.00
H -4.132 -1.066 4.458 0.00
H -2.000 -1.578 5.388 0.00
H -0.677 -0.396 5.391 0.00
H -1.035 -1.328 3.941 -0.01
N -1.679 -5.020 -8.673 0.00
C -1.038 -4.338 -8.005 0.00
C -0.234 -3.534 -7.138 0.00
C -0.643 -2.327 -6.729 0.00
C 0.138 -1.495 -5.777 -0.01
C 1.340 -2.223 -5.105 0.01
C 1.830 -3.432 -5.846 -0.01
C 1.080 -4.059 -6.749 0.00
C 1.002 -2.650 -2.493 -0.23
C 0.084 -2.671 -1.269 0.57
H -1.572 -1.911 -7.100 0.00
H 0.376 -0.531 -6.234 0.00
H 2.805 -3.830 -5.605 0.00
H 1.426 -4.959 -7.239 0.00

# 2
16
Properties=species:S:1:pos:R:3:mulliken_charge:R:1 method="wB97M-V/def2-TZVPD" fmax_ev_per_a=4.0 gap_ev="6.96 / 6.97" e_tot_ev=-26747.4127
C 1.127 0.867 3.089 0.03
C -0.744 0.790 0.096 -1.30
C -0.295 -1.643 -0.694 -1.36
C 0.102 -0.485 0.207 0.78
N 1.631 1.627 2.287 -0.34
O 1.483 -0.465 0.009 -0.53
S -0.323 -0.929 1.950 -0.18
I 0.669 1.023 5.110 0.15
H -0.587 1.390 0.952 0.51
H -1.803 0.399 -0.190 0.31
H -0.371 1.257 -0.824 0.33
H -0.620 -1.317 -1.732 0.31
H -1.172 -2.181 -0.434 0.39
H 0.543 -2.325 -1.045 0.31
H 2.092 2.532 2.341 0.24
H 1.636 0.462 0.131 0.35

# 3
10
Properties=species:S:1:pos:R:3:mulliken_charge:R:1 method="wB97M-V/def2-TZVPD" fmax_ev_per_a=0.7 gap_ev=11.07 e_tot_ev=-9317.5931
O -1.338 -0.563 1.334 -0.45
C -1.360 0.271 0.468 0.10
C -0.345 0.416 -0.644 -0.38
O 0.563 -0.665 -0.761 -0.31
C 1.513 -0.752 0.187 0.18
O 1.663 0.012 1.098 -0.47
H -2.144 1.058 0.419 0.32
H -0.865 0.477 -1.605 0.34
H 0.168 1.371 -0.464 0.30
H 2.145 -1.625 -0.031 0.36

# 4
18
Properties=species:S:1:pos:R:3:mulliken_charge:R:1 method="wB97M-V/def2-TZVPD" fmax_ev_per_a=1.9 gap_ev=8.24 e_tot_ev=-101039.1604
Ga -1.477 0.044 -1.328 0.76
S 0.614 -0.616 -1.867 -0.29
C 1.066 -0.593 -0.137 0.45
C 2.429 -0.497 0.130 -0.55
C 2.900 -0.392 1.422 -0.55
C 2.010 -0.425 2.483 -0.57
C 0.659 -0.559 2.237 -0.54
C 0.163 -0.621 0.937 0.45
S -1.621 -0.650 0.805 -0.25
H 3.117 -0.491 -0.700 0.36
H 3.956 -0.269 1.600 0.37
H 2.359 -0.325 3.499 0.37
H -0.046 -0.604 3.052 0.35
O -3.657 1.318 -1.088 -0.58
Cl -3.277 1.235 -2.444 1.90
O -4.172 1.799 -3.325 -0.57
O -3.061 -0.184 -2.731 -0.55
O -1.961 1.829 -2.544 -0.56

# 5
43
Properties=species:S:1:pos:R:3:mulliken_charge:R:1 method="wB97M-V/def2-TZVPD" fmax_ev_per_a=1.7 gap_ev=8.60 e_tot_ev=-62496.7524
C -4.659 -0.922 -1.399 -1.10
N -4.194 -0.131 -0.284 0.07
C -3.437 1.027 -0.542 -0.20
C -2.720 1.203 -1.723 0.05
C -1.969 2.350 -1.915 -0.77
C -1.918 3.327 -0.938 -0.53
C -2.637 3.158 0.234 -0.59
C -3.399 2.024 0.431 -0.05
H -3.951 1.878 1.344 0.49
H -2.603 3.917 1.001 0.39
H -1.322 4.215 -1.088 0.43
H -1.414 2.471 -2.835 0.41
H -2.736 0.446 -2.492 0.37
S -3.616 -1.074 0.994 1.25
O -3.480 -0.263 2.161 -0.67
O -4.448 -2.238 1.068 -0.72
C -2.001 -1.520 0.360 -0.03
C -1.014 -0.556 0.389 -0.37
C 0.186 -0.803 -0.272 0.28
C 0.372 -2.026 -0.921 -0.61
C -0.626 -2.982 -0.921 -0.78
C -1.836 -2.726 -0.291 -0.60
H -2.642 -3.442 -0.282 0.54
H -0.466 -3.924 -1.423 0.41
H 1.308 -2.219 -1.426 0.43
N 1.222 0.126 -0.340 0.12
C 1.260 1.381 0.171 0.59
O 0.385 1.930 0.797 -0.57
C 2.578 2.092 -0.145 -0.92
H 2.457 3.156 0.058 0.42
H 2.897 1.929 -1.173 0.42
S 3.945 1.569 0.948 -0.12
C 4.490 0.140 0.153 0.46
N 3.915 -0.425 -0.866 0.07
N 4.537 -1.515 -1.288 -0.95
C 5.586 -1.807 -0.618 -0.07
S 5.935 -0.699 0.682 -0.09
H 6.205 -2.656 -0.824 0.43
H 2.070 -0.201 -0.812 0.17
H -1.179 0.366 0.920 0.78
H -5.189 -0.276 -2.098 0.40
H -3.848 -1.442 -1.924 0.41
H -5.343 -1.664 -0.995 0.35

# 6
12
Properties=species:S:1:pos:R:3:mulliken_charge:R:1 method="wB97M-V/def2-TZVPD" fmax_ev_per_a=6.2 gap_ev=9.45 e_tot_ev=-21081.6259
C 1.930 -0.099 0.737 -0.78
C -0.484 -0.395 -0.588 0.08
C -1.493 0.491 -0.312 0.53
H 1.462 0.553 1.431 0.31
H 2.890 0.228 0.539 0.34
H 2.168 -1.216 1.169 0.25
H -0.463 1.869 -1.194 0.39
N -2.351 -1.321 -0.161 -0.15
N -2.586 -0.158 0.081 -0.26
O -0.982 -1.563 -0.420 -0.11
O -1.358 1.889 -0.324 -0.55
S 1.268 -0.277 -0.957 -0.07

# 7
14
Properties=species:S:1:pos:R:3:mulliken_spin:R:1 method="wB97M-V/def2-TZVPD" charge=+1 fmax_ev_per_a=3.5 gap_ev="8.24 / 5.93" e_tot_ev=-13039.5634 spin_multiplicity=2
O -0.995 -1.634 1.461 0.00
C -1.115 -0.514 1.900 0.00
C -0.403 0.708 1.377 0.00
O 0.608 0.448 0.465 0.01
C 0.173 0.244 -0.897 -0.03
C 1.277 -0.353 -1.718 0.47
Tl 0.642 -2.142 -2.598 0.48
H -1.887 -0.289 2.670 0.00
H 0.022 1.219 2.259 0.00
H -1.174 1.387 0.961 0.00
H -0.071 1.207 -1.378 0.03
H -0.871 -0.110 -0.842 0.03
H 1.585 0.362 -2.503 0.01
H 2.209 -0.536 -1.156 0.00

# 8
70
Properties=species:S:1:pos:R:3:mulliken_charge:R:1 method="wB97M-V/def2-TZVPD" fmax_ev_per_a=2.4 gap_ev=9.93 e_tot_ev=-102667.9484
C 4.420 -10.306 0.808 0.06
Cl 4.822 -8.692 0.206 -0.11
Cl 5.144 -11.539 -0.163 -0.10
Cl 2.614 -10.421 0.779 -0.14
H 4.686 -10.366 1.863 0.29
C -3.219 -2.902 -6.517 0.01
Cl -4.291 -2.102 -5.248 -0.13
Cl -2.805 -4.476 -5.896 -0.09
Cl -1.747 -1.849 -6.629 -0.12
H -3.666 -2.999 -7.506 0.33
C -5.764 3.186 2.480 -1.19
C -6.536 3.971 3.535 -0.25
O -7.503 3.137 4.208 -0.29
C -8.306 3.860 5.136 -0.28
C -9.407 2.870 5.631 -1.13
H -4.984 3.812 2.046 0.37
H -5.243 2.331 2.909 0.31
H -6.486 2.796 1.761 0.29
H -5.806 4.459 4.181 0.30
H -7.016 4.803 3.020 0.29
H -7.726 4.242 5.976 0.31
H -8.769 4.731 4.672 0.31
H -10.030 3.415 6.341 0.37
H -8.952 1.963 6.030 0.30
H -10.008 2.627 4.755 0.28
C 2.722 -2.501 6.269 -1.00
C 2.915 -3.663 5.297 -0.27
O 4.310 -3.815 5.136 -0.36
C 4.875 -2.806 4.300 -0.37
C 5.447 -3.598 3.088 -1.11
H 3.013 -1.575 5.774 0.31
H 1.642 -2.431 6.398 0.37
H 3.186 -2.601 7.250 0.25
H 2.500 -4.530 5.810 0.31
H 2.333 -3.617 4.377 0.27
H 4.229 -2.058 3.841 0.31
H 5.571 -2.139 4.809 0.40
H 6.189 -4.352 3.348 0.29
H 5.969 -2.915 2.418 0.37
H 4.623 -4.072 2.553 0.24
C -0.521 -5.115 -0.111 -1.29
C -0.558 -3.908 -1.037 -0.08
O -0.628 -2.748 -0.142 -0.33
C -0.804 -1.530 -0.765 -0.41
C 0.432 -1.213 -1.605 -0.99
H 0.420 -5.157 0.439 0.29
H -1.305 -5.166 0.644 0.32
H -0.548 -6.019 -0.719 0.38
H 0.298 -3.960 -1.711 0.24
H -1.452 -3.870 -1.659 0.29
H -1.771 -1.414 -1.254 0.36
H -0.853 -0.710 -0.048 0.29
H 1.365 -1.031 -1.073 0.26
H 0.028 -0.405 -2.215 0.37
H 0.586 -1.975 -2.370 0.31
C 2.527 4.771 -6.089 -1.14
C 2.515 6.224 -6.600 -0.21
O 3.829 6.772 -6.257 -0.31
C 3.811 8.216 -6.332 -0.23
C 5.033 8.667 -5.464 -1.17
H 3.259 4.220 -6.679 0.29
H 2.902 4.697 -5.068 0.30
H 1.570 4.287 -6.287 0.36
H 2.346 6.248 -7.677 0.26
H 1.739 6.814 -6.113 0.31
H 3.857 8.567 -7.363 0.29
H 2.948 8.649 -5.826 0.29
H 5.086 9.744 -5.306 0.37
H 5.939 8.239 -5.892 0.30
H 5.000 8.227 -4.467 0.30

# 9
14
Properties=species:S:1:pos:R:3:mulliken_charge:R:1 method="wB97M-V/def2-TZVPD" fmax_ev_per_a=1.2 gap_ev=8.36 e_tot_ev=-8731.1596
N -2.661 0.170 0.041 -0.75
C -1.404 0.122 0.171 0.33
C -0.306 -0.953 0.141 -0.41
C 0.951 -0.120 -0.072 0.37
N 2.245 -0.665 -0.037 -0.53
C 0.623 1.174 0.009 -0.66
N -0.747 1.341 0.280 -0.23
H -0.549 -1.697 -0.627 0.33
H -3.244 -0.626 -0.025 0.20
H -0.226 -1.491 1.095 0.21
H 2.948 0.036 -0.248 0.25
H 2.373 -1.452 -0.660 0.24
H 1.269 2.043 0.024 0.35
H -1.272 2.119 -0.093 0.30

# 10
57
Properties=species:S:1:pos:R:3:mulliken_charge:R:1 method="wB97M-V/def2-TZVPD" fmax_ev_per_a=2.8 gap_ev=9.10 e_tot_ev=-34928.2598
C 2.401 -0.709 2.248 0.58
C 2.088 -0.642 3.785 -1.20
C 1.697 -1.701 1.417 -0.61
N 0.411 -0.952 1.024 -0.05
C -0.355 -1.934 -1.058 -1.39
C -0.599 -1.825 0.485 0.66
C -1.992 -1.230 0.760 -1.02
O -2.150 -0.262 1.481 -0.51
H 2.238 0.268 1.854 -0.71
H 3.484 -0.788 2.047 0.53
H 3.042 -0.339 4.254 0.36
H 1.602 -1.575 4.053 0.30
H 1.517 0.172 4.189 0.27
H 2.307 -1.953 0.493 0.20
H 1.416 -2.690 1.885 0.38
H 0.199 -0.254 1.758 0.08
H 0.631 -1.501 -1.182 -0.21
H -0.958 -1.428 -1.756 0.82
H -0.494 -2.976 -1.204 0.39
H -0.569 -2.867 0.948 0.52
H -2.870 -1.856 0.485 0.80
H -1.308 1.136 0.322 0.01
H -0.398 1.744 1.321 0.32
O -0.523 1.773 0.352 -0.24
H 0.007 -4.687 -2.693 0.31
H 0.954 -4.864 -1.663 0.33
O -0.001 -5.006 -1.788 -0.65
H 1.370 -0.785 -2.513 0.27
H 2.919 -1.106 -2.807 0.35
O 2.020 -1.248 -3.069 -0.62
H 1.220 3.992 -0.533 0.33
H 2.752 3.972 -0.720 0.28
O 1.933 3.849 -1.196 -0.61
H -1.854 3.807 0.184 0.28
H -3.308 3.198 0.340 0.44
O -2.713 3.959 0.605 -0.72
H -0.252 2.333 3.668 0.24
H -1.368 1.541 2.894 0.27
O -0.406 1.667 3.004 -0.57
H -1.521 2.103 -2.729 0.25
H -0.614 0.971 -2.694 0.22
O -1.418 1.288 -2.245 -0.58
H -3.393 -1.016 -1.092 0.36
H -2.536 0.349 -1.516 0.43
O -3.381 -0.052 -1.216 -0.75
H -4.187 1.420 1.007 0.31
H -4.016 1.307 -0.543 0.42
O -4.292 1.921 0.197 -0.75
H 3.314 2.241 0.562 0.34
H 1.984 1.760 1.212 0.08
O 2.679 2.412 1.256 -0.63
H 0.859 1.197 -0.834 0.35
H 1.447 1.784 -2.125 0.27
O 1.394 0.934 -1.664 -0.61
H -0.515 -1.842 -4.269 0.29
H 0.455 -2.393 -3.239 0.43
O -0.346 -2.619 -3.739 -0.65

# 11
11
Properties=species:S:1:pos:R:3:mulliken_spin:R:1 method="wB97M-V/def2-TZVPD" fmax_ev_per_a=7.2 gap_ev="7.06 / 7.64" e_tot_ev=-9233.9729 spin_multiplicity=3
C -0.226 -0.090 -0.173 0.09
C 2.209 -1.109 0.043 0.46
C 1.197 -0.171 0.080 0.42
C -0.838 1.078 0.005 0.52
N 3.371 -0.425 -0.057 -0.12
N 3.138 0.796 -0.067 0.47
O 1.816 1.086 0.057 0.08
H -0.840 -0.985 -0.551 0.00
H 2.227 -2.189 -0.018 0.01
H -0.452 1.948 0.354 0.04
H -1.830 1.154 -0.175 0.03

# 12
11
Properties=species:S:1:pos:R:3:mulliken_spin:R:1 method="wB97M-V/def2-TZVPD" fmax_ev_per_a=3.2 gap_ev="11.74 / 4.22" e_tot_ev=-23756.2585 spin_multiplicity=2
Rb -2.273 1.739 0.145 0.00
B -0.770 -0.848 -1.660 -0.02
F -0.962 -1.942 -2.470 0.03
F -1.239 -1.055 -0.346 0.15
F 0.539 -0.589 -1.513 0.20
F -1.285 0.318 -2.185 0.01
B 1.247 0.503 1.619 -0.03
F 0.617 1.390 0.754 0.01
F 0.325 -0.523 1.831 0.35
F 2.302 -0.133 0.998 0.24
F 1.497 1.139 2.827 0.06